Entry 1:
{"formula": "C11H15CdNP", "method": "the ωB97M-V functional and the def2-TZVPD basis", "homo_lumo_gap_ev": [3.0, 3.0], "e_homo_ev": [-0.1, -0.1], "charge": -1, "energy_ha": -991.7399, "elements": ["C", "C", "C", "C", "C", "Cd", "P", "H", "H", "H", "H", "H", "H", "H", "H", "C", "C", "C", "C", "N", "C", "C", "H", "H", "H", "H", "H", "H", "H"], "coordinates": [[0.772, 0.348, -2.698], [-0.052, 0.500, -3.883], [-1.045, -0.551, -4.085], [-0.534, -1.587, -3.281], [0.546, -1.097, -2.431], [-0.968, 0.240, -1.722], [-0.200, 2.721, -1.012], [1.679, 1.000, -2.441], [0.064, 1.329, -4.618], [-1.503, -0.746, -5.035], [1.100, -1.747, -1.697], [-0.876, -2.646, -3.363], [-1.303, 2.899, -0.082], [-0.033, 3.954, -1.710], [0.964, 2.477, -0.169], [0.294, -1.025, 4.642], [0.153, -0.638, 3.220], [1.228, -0.018, 2.545], [1.016, 0.329, 1.200], [-0.145, 0.144, 0.602], [-1.138, -0.504, 1.193], [-1.064, -0.874, 2.547], [1.107, -1.761, 4.759], [0.528, -0.146, 5.265], [-0.656, -1.470, 4.974], [2.143, 0.192, 3.019], [1.835, 0.766, 0.626], [-2.023, -0.775, 0.608], [-1.889, -1.313, 3.026]], "mulliken_charge": [-0.978, 0.297, -1.347, 0.066, -1.238, 1.116, -0.597, 0.539, 0.322, 0.501, 0.373, 0.431, 0.079, 0.051, 0.038, -1.284, 1.103, -0.900, -0.507, 0.425, -1.475, -0.841, 0.290, 0.301, 0.327, 0.439, 0.482, 0.584, 0.404]}



Entry 2:
{"formula": "C35H42MgN5O6Se2", "method": "the ωB97M-V functional and the def2-TZVPD basis", "homo_lumo_gap_ev": 7.2, "e_homo_ev": -10.4, "charge": 1, "energy_ha": -7086.9920, "elements": ["Mg", "C", "C", "C", "C", "C", "N", "C", "C", "C", "N", "C", "C", "C", "C", "C", "C", "C", "C", "N", "C", "C", "C", "N", "C", "C", "C", "C", "O", "C", "O", "H", "H", "H", "H", "H", "H", "H", "H", "H", "H", "H", "H", "H", "H", "H", "H", "H", "H", "H", "H", "H", "H", "H", "H", "H", "H", "H", "H", "C", "Se", "C", "C", "Se", "C", "H", "H", "H", "H", "H", "H", "H", "H", "H", "H", "O", "C", "O", "C", "C", "C", "C", "C", "C", "N", "O", "O", "H", "H", "H", "H"], "coordinates": [[0.323, 0.433, -0.374], [-3.356, 3.778, 4.779], [-2.414, 2.910, 3.992], [-1.334, 2.291, 4.546], [-0.406, 1.518, 3.790], [0.562, 0.859, 4.576], [1.745, 0.366, 4.303], [2.640, 0.694, 3.191], [3.221, 2.094, 3.400], [4.083, 2.534, 2.229], [3.248, 2.825, 1.072], [3.603, 3.606, 0.089], [2.909, 3.719, -1.126], [3.468, 4.518, -2.155], [2.979, 4.500, -3.430], [3.544, 5.352, -4.532], [1.937, 3.587, -3.694], [1.361, 2.779, -2.741], [0.406, 1.780, -3.190], [-0.061, 0.809, -2.512], [-1.062, -0.008, -3.196], [-2.457, 0.391, -2.731], [-2.759, 0.045, -1.282], [-1.862, 0.652, -0.295], [-2.427, 1.354, 0.602], [-1.851, 1.832, 1.856], [-2.669, 2.610, 2.640], [-0.612, 1.305, 2.378], [0.168, 0.601, 1.676], [1.771, 2.887, -1.376], [1.184, 2.275, -0.421], [-3.017, 3.890, 5.808], [-4.361, 3.354, 4.800], [-3.429, 4.775, 4.342], [-1.150, 2.404, 5.610], [0.288, 0.731, 5.620], [2.194, -0.099, 5.079], [2.093, 0.591, 2.257], [3.438, -0.047, 3.197], [3.829, 2.106, 4.307], [2.410, 2.813, 3.542], [4.802, 1.751, 1.967], [4.643, 3.433, 2.484], [2.372, 2.315, 0.900], [4.531, 4.157, 0.217], [4.318, 5.147, -1.911], [4.379, 5.951, -4.174], [2.790, 6.034, -4.929], [3.901, 4.739, -5.361], [1.588, 3.491, -4.718], [0.099, 1.889, -4.236], [-0.876, -1.060, -2.973], [-0.986, 0.120, -4.280], [-3.194, -0.125, -3.350], [-2.595, 1.464, -2.895], [-2.674, -1.039, -1.150], [-3.797, 0.310, -1.056], [-3.498, 1.564, 0.509], [-3.599, 2.966, 2.205], [-3.835, -2.573, 3.113], [-2.147, -1.707, 2.683], [-1.220, -3.321, 2.103], [-1.381, -3.634, 0.626], [-0.243, -2.576, -0.554], [1.441, -3.388, -0.041], [-3.702, -3.280, 3.927], [-4.239, -3.075, 2.237], [-4.527, -1.793, 3.424], [-1.613, -4.136, 2.711], [-0.171, -3.199, 2.369], [-2.406, -3.471, 0.294], [-1.130, -4.676, 0.421], [1.348, -4.469, -0.113], [1.722, -3.082, 0.963], [2.187, -3.030, -0.744], [3.129, 0.495, -1.958], [3.140, -0.031, -0.851], [2.118, -0.431, -0.185], [4.471, -0.199, -0.143], [4.606, -1.054, 0.945], [5.809, -1.141, 1.628], [6.859, -0.344, 1.209], [6.764, 0.499, 0.115], [5.559, 0.557, -0.568], [8.129, -0.392, 1.963], [8.176, -1.120, 2.933], [9.039, 0.307, 1.571], [3.753, -1.645, 1.250], [5.947, -1.804, 2.470], [7.621, 1.085, -0.184], [5.437, 1.188, -1.438]], "mulliken_charge": [1.883, -1.596, -0.084, -0.848, 0.825, -0.808, 0.074, 0.125, -0.998, -0.256, 0.378, -0.336, 0.445, -0.796, 0.201, -1.689, -0.681, 0.955, -0.580, -0.044, -0.999, -0.716, -0.852, 0.523, -0.979, 0.731, -0.364, 0.261, -0.713, -0.164, -0.810, 0.386, 0.353, 0.343, 0.387, 0.498, 0.377, -0.568, 0.413, 0.537, 0.269, -0.227, 0.664, -0.343, 0.493, 0.378, 0.381, 0.346, 0.360, 0.492, 0.326, 0.200, 0.605, 0.459, 0.290, -0.013, 0.655, 0.235, 0.529, -1.134, 0.362, -0.821, -0.799, 0.273, -0.977, 0.327, 0.335, 0.318, 0.514, 0.278, 0.385, 0.451, 0.563, 0.224, 0.213, -0.697, -0.108, -0.031, 0.345, -0.105, -0.509, -0.187, -0.652, -0.500, 1.015, -0.610, -0.606, 0.590, 0.522, 0.512, 0.598]}



Entry 3:
{"formula": "C37H34GeN2O2S2Tc", "method": "the ωB97M-V functional and the def2-TZVPD basis", "homo_lumo_gap_ev": [5.0, 5.0], "e_homo_ev": [-16.0, -16.0], "charge": 3, "energy_ha": -4643.4360, "elements": ["Tc", "S", "C", "N", "C", "C", "N", "C", "C", "C", "C", "C", "C", "C", "C", "S", "C", "C", "C", "C", "C", "C", "C", "H", "H", "H", "H", "H", "H", "H", "H", "H", "H", "H", "H", "H", "H", "H", "H", "H", "H", "C", "C", "C", "C", "C", "C", "Ge", "C", "C", "C", "C", "C", "C", "C", "C", "C", "C", "C", "C", "H", "H", "H", "H", "H", "H", "H", "H", "H", "H", "H", "H", "H", "H", "H", "O", "C", "O", "H"], "coordinates": [[-1.104, 0.155, -0.283], [-0.893, -0.297, 1.991], [-1.561, -1.854, 2.303], [-1.644, -2.320, 3.541], [-2.340, -3.575, 3.775], [-2.052, -4.554, 2.645], [-2.279, -3.941, 1.348], [-2.755, -4.795, 0.285], [-4.258, -4.970, 0.421], [-5.090, -3.860, 0.263], [-6.464, -4.014, 0.278], [-7.015, -5.270, 0.498], [-6.189, -6.372, 0.680], [-4.811, -6.221, 0.667], [-2.015, -2.653, 1.184], [-2.182, -1.909, -0.362], [-1.266, -1.560, 4.709], [-2.495, -0.963, 5.373], [-2.838, -1.308, 6.675], [-3.920, -0.695, 7.290], [-4.683, 0.236, 6.597], [-4.348, 0.573, 5.292], [-3.269, -0.032, 4.678], [-3.417, -3.382, 3.860], [-1.996, -4.000, 4.722], [-2.700, -5.427, 2.747], [-1.010, -4.892, 2.692], [-2.260, -5.766, 0.365], [-2.508, -4.354, -0.686], [-4.661, -2.880, 0.108], [-7.101, -3.156, 0.125], [-8.087, -5.384, 0.536], [-6.613, -7.356, 0.811], [-4.178, -7.086, 0.800], [-0.574, -0.767, 4.415], [-0.754, -2.232, 5.404], [-2.246, -2.023, 7.225], [-4.161, -0.938, 8.313], [-5.542, 0.692, 7.066], [-4.929, 1.309, 4.756], [-3.008, 0.238, 3.663], [-0.893, 5.732, 2.887], [0.259, 5.523, 2.143], [0.187, 4.908, 0.904], [-1.049, 4.485, 0.425], [-2.215, 4.720, 1.152], [-2.126, 5.342, 2.386], [-1.081, 3.447, -1.279], [-2.528, 1.966, -1.238], [-3.142, 1.572, -0.020], [-4.323, 0.814, -0.053], [-4.859, 0.401, -1.263], [-4.222, 0.726, -2.453], [-3.069, 1.500, -2.441], [-0.051, 3.565, -2.988], [0.265, 2.382, -3.652], [1.052, 2.426, -4.788], [1.503, 3.644, -5.274], [1.194, 4.819, -4.608], [0.415, 4.787, -3.461], [-0.831, 6.221, 3.847], [1.215, 5.849, 2.521], [1.083, 4.758, 0.314], [-3.184, 4.451, 0.747], [-3.020, 5.538, 2.956], [-2.854, 2.055, 0.913], [-4.850, 0.607, 0.867], [-5.789, -0.147, -1.290], [-4.641, 0.410, -3.396], [-2.620, 1.798, -3.381], [-0.089, 1.423, -3.288], [1.324, 1.509, -5.288], [2.094, 3.673, -6.176], [1.574, 5.762, -4.970], [0.173, 5.706, -2.944], [0.349, 1.794, -0.503], [1.175, 0.910, -0.885], [0.818, -0.274, -0.774], [2.157, 1.174, -1.286]], "mulliken_charge": [0.042, 0.069, 0.157, 0.268, -0.662, -0.735, 0.331, -1.697, 1.021, 0.257, -0.729, -0.512, -0.681, -0.381, 0.403, 0.386, -1.601, 0.901, -0.425, -0.692, -0.531, -0.649, 0.259, 0.338, 0.499, 0.468, 0.349, 0.569, 0.533, 0.024, 0.419, 0.419, 0.415, 0.411, 0.481, 0.542, 0.395, 0.412, 0.423, 0.416, 0.156, -0.534, -0.697, -0.538, 0.425, -0.261, -0.717, 1.569, -0.687, 0.156, -0.994, -0.661, -0.965, -0.004, 0.515, -0.177, -0.885, -0.542, -0.644, -0.528, 0.452, 0.445, 0.421, 0.552, 0.448, 0.811, 0.590, 0.559, 0.498, 0.479, 0.421, 0.438, 0.430, 0.441, 0.438, -0.658, 0.366, -0.587, 0.559]}



Entry 4:
{"formula": "C18H38N3OPSSiTc", "method": "the ωB97M-V functional and the def2-TZVPD basis", "homo_lumo_gap_ev": [5.0, 7.1], "e_homo_ev": [-4.7, -6.8], "multiplicity": 4, "energy_ha": -2057.7709, "elements": ["Tc", "Si", "P", "N", "H", "C", "H", "H", "H", "C", "H", "H", "H", "C", "H", "H", "H", "C", "H", "H", "H", "H", "H", "C", "C", "C", "C", "C", "C", "H", "H", "H", "H", "H", "C", "O", "C", "H", "H", "H", "C", "H", "H", "H", "C", "C", "N", "C", "S", "N", "C", "C", "H", "H", "H", "H", "H", "H", "H", "H", "H", "H", "H", "H"], "coordinates": [[0.000, 0.000, 0.000], [0.156, -2.206, -1.320], [0.517, 1.181, -2.107], [-1.748, 0.083, -0.208], [0.649, 1.470, 0.782], [0.843, 3.007, -2.064], [0.990, 3.435, -3.072], [1.738, 3.189, -1.446], [-0.012, 3.499, -1.570], [1.953, 0.572, -3.104], [2.094, 1.177, -4.017], [1.767, -0.478, -3.380], [2.867, 0.615, -2.490], [-0.881, 1.064, -3.307], [-0.652, 1.592, -4.249], [-1.781, 1.500, -2.845], [-1.074, -0.003, -3.508], [1.884, -3.038, -1.500], [2.331, -3.245, -0.510], [2.584, -2.376, -2.041], [1.820, -3.994, -2.053], [-0.716, -3.324, -0.769], [-0.347, -2.156, -2.756], [-3.097, -0.002, -0.440], [-5.365, 0.830, -0.098], [-3.991, 0.931, 0.142], [-3.613, -1.033, -1.267], [-4.988, -1.118, -1.502], [-5.869, -0.191, -0.920], [-6.049, 1.555, 0.357], [-3.578, 1.722, 0.776], [-2.911, -1.748, -1.705], [-5.378, -1.917, -2.143], [-6.946, -0.265, -1.106], [3.201, -0.152, 0.744], [2.203, -0.392, 0.040], [3.060, 0.510, 2.082], [3.978, 1.046, 2.377], [2.850, -0.250, 2.856], [2.175, 1.178, 2.022], [4.569, -0.508, 0.222], [5.163, 0.415, 0.079], [4.488, -1.052, -0.730], [5.116, -1.122, 0.961], [-1.001, -2.079, 6.430], [0.206, -1.608, 5.626], [-0.193, -1.262, 4.276], [0.000, 0.000, 3.620], [0.000, 0.000, 2.000], [0.192, 1.261, 4.279], [-0.199, 1.601, 5.633], [1.013, 2.071, 6.430], [-1.759, -1.273, 6.509], [-0.679, -2.372, 7.452], [-1.467, -2.959, 5.937], [0.725, -0.783, 6.139], [0.944, -2.437, 5.572], [-0.524, -2.050, 3.697], [0.518, 2.052, 3.702], [-0.938, 2.430, 5.587], [-0.712, 0.774, 6.147], [1.475, 2.953, 5.938], [0.698, 2.359, 7.455], [1.772, 1.265, 6.502]], "mulliken_charge": [-0.943, 0.884, 1.156, -0.425, 0.071, -1.395, 0.415, 0.329, 0.325, -1.058, 0.433, 0.225, 0.216, -1.127, 0.433, 0.301, 0.223, -0.988, 0.226, 0.179, 0.382, -0.334, -0.267, 0.024, -0.423, -0.445, -0.011, -0.553, -0.436, 0.328, 0.382, 0.157, 0.342, 0.339, 0.838, 0.015, -0.854, 0.447, 0.242, -0.049, -1.343, 0.351, 0.262, 0.391, -1.080, -0.396, -0.061, -0.106, 0.463, 0.032, -0.412, -1.027, 0.249, 0.335, 0.346, 0.115, 0.360, 0.281, 0.270, 0.357, 0.097, 0.343, 0.338, 0.231]}



Entry 5:
{"formula": "C19H23NO3", "method": "the ωB97M-V functional and the def2-TZVPD basis", "homo_lumo_gap_ev": 7.9, "e_homo_ev": -8.0, "smiles": "CCCCCCCOc1ccc(OC(=O)c2cccnc2)cc1", "energy_ha": -1017.7435, "elements": ["C", "C", "C", "C", "C", "C", "C", "O", "C", "C", "C", "C", "O", "C", "O", "C", "C", "C", "C", "N", "C", "C", "C", "H", "H", "H", "H", "H", "H", "H", "H", "H", "H", "H", "H", "H", "H", "H", "H", "H", "H", "H", "H", "H", "H", "H"], "coordinates": [[-2.630, -8.120, -2.962], [-2.649, -6.817, -2.478], [-3.672, -6.023, -3.127], [-3.652, -4.433, -2.789], [-3.975, -4.218, -1.482], [-2.965, -3.827, -0.374], [-2.502, -2.313, -0.501], [-1.216, -2.428, 0.505], [-0.582, -1.201, 0.634], [0.339, -1.173, 1.486], [1.078, 0.009, 1.944], [0.898, 1.160, 1.107], [1.433, 2.335, 1.134], [1.821, 3.232, 0.296], [1.657, 2.857, -0.782], [2.531, 4.365, 0.963], [2.901, 4.483, 2.260], [3.429, 5.739, 2.833], [3.959, 6.468, 1.854], [3.720, 6.419, 0.521], [3.377, 5.082, 0.158], [-0.184, 1.102, -0.115], [-1.037, -0.071, -0.035], [-1.787, -8.609, -2.542], [-2.161, -8.089, -3.941], [-3.565, -8.717, -2.945], [-1.735, -6.022, -2.411], [-2.791, -6.606, -1.377], [-3.429, -5.789, -4.075], [-4.784, -6.260, -3.092], [-4.567, -3.735, -3.352], [-2.664, -3.941, -2.838], [-4.841, -3.403, -1.042], [-4.514, -5.163, -0.981], [-2.100, -4.577, -0.609], [-3.280, -4.020, 0.660], [-1.919, -2.330, -1.475], [-3.225, -1.805, -0.150], [0.611, -2.107, 2.198], [1.794, 0.062, 2.417], [2.330, 3.907, 2.968], [3.678, 5.685, 3.884], [4.564, 7.394, 1.842], [3.014, 5.045, -1.044], [-0.594, 2.129, -0.487], [-1.673, -0.089, -0.874]], "mulliken_charge": [-1.371, -0.060, -0.744, -0.681, -0.339, -0.701, -0.791, -0.454, 0.231, 0.505, -1.699, 0.824, -0.331, 0.574, -0.544, 0.342, -0.188, -0.692, -0.009, -0.503, -0.222, -0.413, -0.592, 0.423, 0.349, 0.318, 0.220, 0.221, 0.373, 0.328, 0.147, 0.376, 0.260, 0.300, 0.151, 0.414, 0.382, 0.689, 0.185, 0.769, 0.360, 0.380, 0.384, 0.215, 0.226, 0.391]}



Entry 6:
{"formula": "C6H7N", "method": "the ωB97M-V functional and the def2-TZVPD basis", "homo_lumo_gap_ev": [7.6, 7.6], "e_homo_ev": [-8.6, -8.2], "energy_ha": -287.3884, "elements": ["C", "C", "C", "C", "N", "C", "C", "H", "H", "H", "H", "H", "H", "H"], "coordinates": [[-0.298, 1.506, 0.322], [0.214, 0.144, -0.079], [-0.727, -0.724, -0.878], [-1.996, -0.907, -0.145], [-2.986, -1.018, 0.442], [1.389, -0.321, 0.416], [2.400, -1.256, 0.500], [-0.559, 2.063, -0.588], [-1.199, 1.472, 0.946], [0.471, 2.084, 0.845], [1.377, 0.155, 1.410], [-0.965, -0.266, -1.845], [-0.288, -1.709, -1.052], [3.168, -1.223, -0.295]], "mulliken_charge": [-1.343, 0.629, -0.429, 0.217, -0.405, -0.149, -0.637, 0.331, 0.366, 0.377, 0.242, 0.283, 0.308, 0.210]}